Molecular formula: C5H6LaO4
Method: DFT, wB97M-V/def2-TZVPD

Each line ends with the Löwdin charge.
CARTESIAN COORDINATES (ANGSTROEM)
O 1.15035 0.02756 -1.35292  -0.089
O 0.65094 -0.90420 -3.26244  0.053
C 0.00779 -0.71935 -4.48595  -0.160
C 0.55048 -1.21006 -5.58839  0.086
C 0.32086 -0.18646 -2.22806  -0.300
H -0.86463 -0.06442 -4.45440  0.127
H -0.62208 0.37971 -2.30170  0.166
H 0.12506 -0.92950 -6.55020  0.084
H 1.52118 -1.70533 -5.58123  0.088
La 1.51560 0.79828 1.37962  2.223
O 0.13695 -0.49682 2.91932  -0.320
O -0.43519 1.60880 2.59348  -0.325
C -0.80848 0.42867 3.08984  -0.806
C -2.07875 0.15044 3.52959  0.057
H -2.77285 0.96706 3.72916  0.058
H -2.31150 -0.83001 3.94553  0.058

Summary:
total charge	+1
LUMO energy (alpha / beta)	-5.26 / -5.26	eV
orbital gap (alpha / beta)	4.8 / 4.8	eV
ΔE to the lowest compared entry with this formula, charge and spin	0.0	kcal per mole

---

Molecular formula: C5H6LiO2Yb
Method: DFT, wB97M-V/def2-TZVPD

Each line ends with the Löwdin charge.
CARTESIAN COORDINATES (ANGSTROEM)
C 0.42207 -0.11939 0.49018  -0.207
C -0.23798 -0.40193 1.69585  0.024
H -1.01305 0.24863 2.10968  0.085
H 0.30845 -1.04765 2.39016  0.087
O 2.75766 0.02353 0.42964  -0.373
C 1.62824 -0.45194 -0.06183  -0.291
Yb 5.05454 -0.45952 0.71971  1.733
H 1.65175 -0.86867 -1.07981  0.117
C -1.07533 -0.55109 -0.27117  -0.113
C -1.55037 0.79529 -0.71579  -0.251
O -1.58849 1.20835 -1.86494  -0.090
Li -1.90074 2.75551 -2.82807  0.886
H -1.24148 -1.07389 -1.23898  0.122
H -1.35175 -1.53848 0.12803  0.132
H -1.86354 1.48126 0.09734  0.138

Summary:
total charge	+2
2S+1	2
LUMO energy (alpha / beta)	-8.70 / -8.79	eV
<S²>	0.790
orbital gap (alpha / beta)	3.4 / 5.5	eV

---

Molecular formula: C5H6LiO4Tb
Method: DFT, wB97M-V/def2-TZVPD

Each line ends with the Löwdin charge.
CARTESIAN COORDINATES (ANGSTROEM)
O -1.81030 2.37211 1.54740  -0.037
C -1.84306 1.39430 0.75977  -0.784
O -2.63869 0.43267 0.89285  -0.059
O -0.91877 1.39176 -0.21922  0.015
C -0.75423 0.21169 -1.00203  -0.144
Li -3.40196 1.54112 2.33394  0.857
H -0.39154 0.54728 -1.98182  0.142
H -1.75174 -0.15956 -1.26708  0.131
C -0.03132 -1.17808 -0.34194  -0.016
C 1.13535 -0.34629 -0.19860  -0.192
H -0.32103 -1.95935 -1.05285  0.160
H -0.24393 -1.68546 0.60829  0.163
Tb 3.33516 -0.57013 -1.95859  1.851
O 3.52030 -0.52826 0.03482  -0.333
C 2.28497 -0.68816 0.52718  -0.186
H 2.19427 -1.54987 1.21055  0.179
H 1.63650 0.77424 0.10733  0.254

Summary:
total charge	+2
2S+1	7
LUMO energy (alpha / beta)	-11.29 / -9.09	eV
<S²>	12.921
orbital gap (alpha / beta)	4.2 / 6.4	eV
ΔE to the lowest compared entry with this formula, charge and spin	14.2	kcal per mole

---

Please write out number 3 again, unchanged.
Molecular formula: C5H6LiO4Tb
Method: DFT, wB97M-V/def2-TZVPD

Each line ends with the Löwdin charge.
CARTESIAN COORDINATES (ANGSTROEM)
O -1.81030 2.37211 1.54740  -0.037
C -1.84306 1.39430 0.75977  -0.784
O -2.63869 0.43267 0.89285  -0.059
O -0.91877 1.39176 -0.21922  0.015
C -0.75423 0.21169 -1.00203  -0.144
Li -3.40196 1.54112 2.33394  0.857
H -0.39154 0.54728 -1.98182  0.142
H -1.75174 -0.15956 -1.26708  0.131
C -0.03132 -1.17808 -0.34194  -0.016
C 1.13535 -0.34629 -0.19860  -0.192
H -0.32103 -1.95935 -1.05285  0.160
H -0.24393 -1.68546 0.60829  0.163
Tb 3.33516 -0.57013 -1.95859  1.851
O 3.52030 -0.52826 0.03482  -0.333
C 2.28497 -0.68816 0.52718  -0.186
H 2.19427 -1.54987 1.21055  0.179
H 1.63650 0.77424 0.10733  0.254

Summary:
total charge	+2
2S+1	7
LUMO energy (alpha / beta)	-11.29 / -9.09	eV
<S²>	12.921
orbital gap (alpha / beta)	4.2 / 6.4	eV
ΔE to the lowest compared entry with this formula, charge and spin	14.2	kcal per mole